Density functional theory data (wB97M-V/def2-TZVPD) for a cluster of 12 separate species, C51H87N3O9 in total.

XYZ file:
```
150
Properties=species:S:1:pos:R:3:forces:R:3
C -6.852 17.799 23.499 1.281 0.663 -1.201
C -5.780 18.797 23.870 1.450 0.625 0.685
C -6.554 20.065 24.152 -0.067 -1.080 0.231
O -7.877 19.571 24.585 0.975 1.352 -0.185
C -7.904 18.193 24.462 -1.042 -1.017 -0.683
H -6.510 16.766 23.423 -0.318 0.067 0.458
H -7.162 18.120 22.505 -0.413 -0.366 -0.235
H -4.996 19.015 23.145 -0.242 -0.284 -0.343
H -5.234 18.557 24.782 -0.063 -0.427 0.165
H -6.623 20.657 23.240 -0.801 0.426 -0.307
H -6.155 20.720 24.927 -0.356 0.205 0.190
H -8.909 17.874 24.186 -0.356 0.211 0.302
H -7.723 17.822 25.470 0.051 -0.173 0.729
C -9.188 18.177 14.169 0.374 0.481 0.238
C -9.539 17.411 15.447 -0.723 -0.564 -0.550
C -10.706 18.227 15.984 0.998 0.567 -0.322
O -10.275 19.560 15.747 0.885 2.045 -1.299
C -9.385 19.662 14.534 -0.838 -2.090 0.930
H -9.886 17.880 13.386 0.090 0.022 -0.100
H -8.162 18.034 13.832 -0.206 -0.290 -0.061
H -8.727 17.339 16.170 0.029 -0.011 -0.108
H -9.890 16.428 15.131 0.288 -0.299 0.427
H -10.864 18.178 17.062 -0.090 -0.304 -0.047
H -11.638 18.049 15.447 -0.135 -0.243 0.000
H -8.411 20.090 14.774 -0.255 0.322 0.494
H -9.818 20.163 13.669 -0.445 0.457 0.483
C -12.691 23.018 15.130 -0.681 -0.710 -1.213
C -12.383 23.329 16.574 0.464 -1.418 0.935
C -12.738 21.990 17.336 -0.294 0.641 -1.162
O -13.669 21.308 16.482 -0.464 0.398 0.038
C -13.332 21.586 15.121 0.304 0.610 0.273
H -11.893 22.990 14.388 0.525 0.252 0.467
H -13.368 23.792 14.768 -0.299 -0.302 -0.177
H -13.040 24.108 16.961 0.196 0.065 -0.090
H -11.339 23.592 16.748 0.001 0.184 0.038
H -13.206 22.267 18.281 -0.202 -0.475 0.020
H -11.913 21.296 17.499 0.432 0.312 0.077
H -14.167 21.509 14.425 -0.622 0.232 0.610
H -12.681 20.797 14.744 0.749 0.163 0.201
C -8.427 26.575 20.108 -3.666 -0.071 -0.691
C -7.281 26.274 20.981 1.511 -0.446 -0.641
C -6.396 27.488 20.731 -0.294 0.954 -0.493
O -6.964 28.225 19.593 1.606 0.572 1.209
C -8.012 27.539 18.976 0.356 -1.202 1.043
H -9.241 27.017 20.683 0.190 0.790 0.290
H -9.025 25.723 19.784 0.545 -0.593 -0.511
H -6.746 25.411 20.583 0.076 -0.285 0.083
H -7.497 26.054 22.026 -0.199 0.312 -0.025
H -5.373 27.189 20.504 0.064 0.154 -0.090
H -6.392 28.182 21.572 0.084 0.049 -0.002
H -7.627 27.030 18.092 -0.194 -0.222 -0.214
H -8.782 28.256 18.694 -0.089 -0.134 0.043
C -2.702 25.032 17.216 0.249 -0.326 -0.717
C -4.095 25.144 17.815 -0.511 -0.132 0.107
C -4.303 23.813 18.620 0.392 1.440 -2.507
O -3.012 23.581 19.073 1.776 -0.622 1.395
C -1.991 23.994 18.101 -1.255 0.306 0.381
H -2.106 25.939 17.122 -0.328 0.285 0.527
H -2.810 24.748 16.169 0.173 -0.630 0.004
H -4.854 25.286 17.046 -0.104 0.198 0.122
H -4.087 25.994 18.498 -0.435 -0.079 0.191
H -4.556 22.964 17.985 -0.474 0.024 -0.588
H -5.141 23.918 19.309 0.718 -0.044 0.902
H -1.602 23.160 17.518 -0.211 -0.286 0.132
H -1.163 24.423 18.665 -0.135 -0.069 0.112
C -3.762 18.018 15.649 0.696 -0.588 1.488
C -4.040 18.038 14.169 -0.746 0.824 -0.195
C -5.553 18.471 14.156 -0.027 -1.013 -0.098
O -5.936 18.737 15.492 -0.018 0.361 0.660
C -5.135 17.901 16.343 0.555 1.084 -1.092
H -3.230 18.909 15.981 -0.425 0.267 -0.057
H -3.070 17.228 15.943 -0.131 -0.338 -0.048
H -3.853 17.065 13.714 -0.302 0.094 -0.108
H -3.396 18.775 13.690 -0.111 -0.079 -0.190
H -6.175 17.624 13.868 0.149 -0.259 -0.566
H -5.854 19.319 13.541 0.386 0.083 0.015
H -5.522 16.882 16.335 -0.046 -0.199 0.146
H -5.160 18.359 17.331 -0.022 -0.249 0.061
C -11.136 23.320 22.069 -0.665 -2.000 -0.289
C -10.401 23.932 23.276 -0.541 -1.560 -0.445
C -10.864 25.360 23.242 -1.205 -0.169 -0.043
O -11.576 25.508 21.992 1.534 2.856 0.112
C -12.139 24.312 21.561 0.867 0.647 0.253
H -11.721 22.417 22.244 0.426 -0.434 0.526
H -10.410 23.045 21.304 -0.086 0.210 -0.143
H -9.349 23.720 23.084 0.210 0.597 0.356
H -10.689 23.425 24.197 0.085 0.084 0.086
H -10.039 26.037 23.460 -0.220 0.511 -0.925
H -11.630 25.546 23.995 0.150 -0.104 0.474
H -12.157 24.336 20.471 -0.316 -0.002 -0.017
H -13.148 24.268 21.972 -0.173 -0.633 0.004
C -6.212 15.085 20.049 1.254 -1.005 0.369
C -6.216 16.546 19.856 -0.835 2.217 0.005
C -7.564 16.736 19.154 0.520 -0.969 0.207
O -7.596 15.584 18.318 -0.722 -0.915 -1.624
C -6.680 14.549 18.722 -0.030 0.806 1.133
H -6.948 14.795 20.799 0.131 -0.021 0.269
H -5.226 14.682 20.279 -0.043 -0.038 0.383
H -5.442 16.931 19.192 0.245 -0.254 0.122
H -6.197 17.135 20.773 0.285 -0.017 0.125
H -7.718 17.648 18.577 0.388 -0.143 -0.237
H -8.403 16.674 19.847 -0.152 0.004 0.370
H -5.846 14.398 18.037 -0.166 0.322 -0.390
H -7.094 13.570 18.965 -0.808 0.067 -0.780
C -8.284 24.148 14.467 -1.904 -1.406 0.062
C -7.184 24.811 13.768 0.922 1.759 -1.718
C -7.075 26.150 14.515 1.225 -1.918 0.543
O -7.210 25.647 15.847 -0.601 1.343 1.115
C -7.982 24.413 15.915 1.804 1.131 -0.315
H -8.324 23.086 14.228 -0.140 -0.119 0.131
H -9.251 24.574 14.198 -0.095 0.086 -0.068
H -7.303 25.009 12.702 -0.370 -0.365 -0.132
H -6.277 24.215 13.864 0.254 0.255 0.206
H -7.770 26.942 14.235 -0.360 -0.217 0.049
H -6.054 26.524 14.448 -0.071 0.313 -0.041
H -8.806 24.546 16.616 -0.061 -0.202 -0.147
H -7.198 23.745 16.274 -0.584 -0.716 0.399
N -2.841 18.256 19.829 1.900 -0.321 -0.857
C -1.590 18.172 19.230 -2.033 0.878 -0.076
C -1.112 19.125 18.303 0.060 -1.570 0.808
C -1.920 20.179 17.951 -0.614 0.005 0.140
C -3.162 20.234 18.548 -1.075 0.535 0.030
C -3.602 19.283 19.459 1.272 -0.045 0.118
H -1.050 17.258 19.429 0.219 0.107 0.216
H -0.157 18.937 17.835 0.122 0.147 0.010
H -1.656 20.896 17.187 0.189 0.057 0.059
H -3.893 20.995 18.315 0.173 0.241 -0.221
H -4.570 19.386 19.926 -0.241 -0.082 -0.113
N -6.731 20.533 19.097 0.327 -0.436 0.259
C -6.816 21.489 20.032 0.018 -0.820 -0.945
C -7.849 22.388 20.057 -0.995 0.218 -0.925
C -8.804 22.331 18.998 0.524 -0.300 0.288
C -8.705 21.333 18.020 -0.035 0.711 0.899
C -7.668 20.442 18.158 0.875 -0.131 0.089
H -5.989 21.536 20.726 0.014 0.122 0.257
H -7.843 23.103 20.866 -0.355 0.369 -0.157
H -9.608 23.045 18.903 -0.048 0.204 0.278
H -9.373 21.193 17.183 -0.292 0.242 0.066
H -7.527 19.652 17.435 -0.028 -0.179 -0.173
N -5.033 23.054 22.533 1.407 -0.986 0.485
C -3.889 22.298 22.625 -1.154 0.607 1.046
C -3.071 22.250 23.778 -1.235 1.067 -0.205
C -3.406 23.137 24.821 -0.764 0.390 -0.454
C -4.583 23.926 24.723 1.750 -1.004 0.544
C -5.342 23.805 23.601 -0.356 0.167 -1.215
H -3.660 21.683 21.767 0.066 0.008 -0.218
H -2.232 21.571 23.813 0.163 0.183 0.037
H -2.787 23.313 25.688 0.203 -0.432 0.060
H -4.881 24.626 25.490 0.153 -0.040 0.125
H -6.211 24.440 23.518 -0.343 -0.095 -0.221
```
Forces are in eV/Å.

E_tot	-2836.30315	Ha
<S²>	0.754
molecular weight	886.27	g/mol
charge	+1
HOMO energy (spin up / spin down)	-0.39157 / -0.39157	Eh
spin multiplicity	2

***

Density functional theory data (wB97M-V/def2-TZVPD) for a cluster of 13 separate species, C51H91N3O43P6 in total.

XYZ file:
```
194
Properties=species:S:1:pos:R:3:forces:R:3
C 10.344 19.720 -8.729 0.312 -1.325 2.124
C 10.495 18.793 -7.694 -0.861 0.044 -2.480
C 11.401 18.955 -6.535 -0.280 -0.670 1.871
O 11.611 17.982 -5.746 -0.434 3.336 -2.486
C 11.862 20.366 -6.449 1.121 -1.277 2.162
C 11.720 21.320 -7.347 0.005 1.328 -3.609
C 10.970 21.061 -8.693 0.447 -0.048 -2.302
O 11.051 21.805 -9.714 -0.145 -1.710 3.820
O 12.447 22.460 -7.327 -0.236 -0.684 1.369
O 9.861 17.599 -7.812 0.229 1.092 -0.295
H 9.765 19.319 -9.548 -0.068 0.608 -0.315
H 12.512 20.635 -5.629 0.124 -0.242 0.265
H 12.371 23.005 -8.114 -0.575 -0.227 -0.566
H 10.000 17.091 -7.010 0.366 -0.228 0.443
C 24.121 24.128 -15.394 -1.643 -1.152 0.147
C 23.358 23.026 -15.520 -0.464 -1.874 1.241
C 23.623 21.862 -16.455 1.350 0.381 -3.417
O 22.937 20.858 -16.643 0.725 1.804 1.514
C 24.763 22.201 -17.416 -0.220 -1.040 0.959
C 25.547 23.258 -17.236 0.655 2.100 -1.572
C 25.215 24.372 -16.295 -1.865 -2.371 1.113
O 25.766 25.412 -16.263 2.368 2.694 -0.769
O 26.493 23.621 -18.156 -0.432 -1.553 0.079
O 22.351 22.747 -14.680 -0.078 1.181 0.544
H 23.836 24.844 -14.637 0.223 0.186 -0.051
H 25.013 21.567 -18.254 -0.337 -0.361 0.049
H 26.871 24.492 -18.014 -0.232 0.374 0.672
H 22.079 21.827 -14.716 -0.052 -0.374 -0.510
C 19.155 7.896 -1.403 -0.492 1.541 -2.176
C 19.798 8.108 -0.263 1.715 1.810 2.214
C 19.296 7.652 1.054 -0.300 -2.672 1.833
O 19.913 7.637 2.127 -0.429 1.132 -2.011
C 18.067 6.881 0.928 -0.074 0.078 -0.076
C 17.449 6.753 -0.241 -4.202 -1.634 -0.846
C 17.798 7.319 -1.567 0.997 -0.658 -2.472
O 17.175 7.166 -2.681 2.006 0.681 4.853
O 16.287 5.990 -0.270 1.178 0.450 0.778
O 20.964 8.818 -0.127 -0.651 -0.413 -2.093
H 19.505 8.470 -2.248 0.367 -0.283 -0.335
H 17.683 6.278 1.737 0.077 0.283 0.282
H 15.893 5.987 -1.146 0.179 0.187 -0.507
H 21.091 9.245 0.723 -0.379 -0.483 0.563
C 6.747 8.789 -0.772 -0.474 1.983 -1.075
C 6.755 9.960 -1.512 -1.598 0.818 2.486
C 7.599 10.188 -2.673 0.688 0.693 -3.056
O 7.529 11.071 -3.562 -0.675 -0.906 2.772
C 8.520 9.132 -2.888 0.890 -0.500 -0.223
C 8.633 8.036 -2.130 1.508 -0.069 -1.594
C 7.745 7.738 -0.996 -0.339 -0.218 -0.351
O 7.854 6.678 -0.430 -0.384 0.174 0.542
O 9.548 7.100 -2.495 -0.897 0.064 0.757
O 5.918 11.004 -1.161 0.025 -1.646 0.314
H 5.947 8.679 -0.055 0.268 -0.095 0.348
H 9.129 9.254 -3.771 0.194 -0.015 -0.097
H 9.801 7.365 -3.383 0.501 -0.238 -0.212
H 6.278 11.874 -1.349 0.302 -0.050 -0.623
C 12.754 6.186 -9.784 -3.875 -0.705 0.961
O 12.037 6.242 -8.771 2.351 0.198 -0.614
N 12.118 6.108 -10.992 -0.609 0.184 0.985
C 10.646 6.090 -11.125 0.533 0.071 0.745
C 12.918 5.982 -12.135 1.027 -0.519 -1.049
H 13.843 6.049 -9.870 -0.078 0.370 0.469
H 10.129 6.157 -10.167 0.626 0.552 0.205
H 10.270 5.120 -11.450 0.354 0.032 -0.840
H 10.358 6.938 -11.745 -0.262 -0.321 -0.214
H 12.933 6.842 -12.804 -0.204 0.172 -0.019
H 13.929 5.834 -11.756 0.220 0.023 -0.468
H 12.664 5.093 -12.712 -0.083 -0.051 -0.153
C 16.064 18.606 -16.480 3.482 2.787 0.583
O 16.906 19.297 -15.810 -3.150 -2.467 -1.008
N 15.984 18.806 -17.810 -0.827 0.322 0.186
C 15.114 17.988 -18.633 0.360 0.641 -0.500
C 16.459 20.049 -18.467 1.019 -1.976 0.384
H 15.388 17.793 -16.173 0.385 0.114 0.682
H 14.532 17.259 -18.070 0.155 0.114 0.037
H 15.744 17.503 -19.380 -0.163 -0.398 -0.048
H 14.464 18.666 -19.186 -0.415 -0.202 0.007
H 17.409 20.361 -18.032 -0.506 0.336 0.578
H 16.810 19.665 -19.425 -0.619 0.663 -0.599
H 15.666 20.796 -18.465 0.287 0.072 -0.289
C 9.675 13.390 -16.117 -0.623 0.563 0.278
O 8.805 14.236 -15.999 0.312 -0.391 -0.751
N 10.534 13.076 -15.151 0.754 1.879 2.193
C 11.254 11.864 -15.173 0.813 -1.000 -0.250
C 10.498 13.747 -13.823 -0.375 0.100 0.051
H 9.927 12.746 -16.974 -0.714 0.279 -0.595
H 12.330 11.926 -15.010 0.063 0.592 0.512
H 11.244 11.436 -16.175 -0.627 -0.326 0.091
H 10.823 11.228 -14.400 0.160 -0.619 -0.246
H 10.065 14.744 -13.742 -0.124 -0.006 -1.171
H 9.859 13.199 -13.131 0.239 -0.507 0.092
H 11.493 13.886 -13.400 0.137 -0.561 -0.199
C 18.239 22.892 -3.973 -1.016 0.550 -1.317
O 18.596 23.510 -2.765 -1.634 0.705 2.822
P 17.545 23.811 -1.531 0.138 -0.337 -0.089
O 18.165 24.250 -0.256 -0.600 -0.373 -1.692
O 16.640 22.464 -1.382 2.901 2.292 -2.154
C 16.084 22.122 -0.195 -2.449 -2.555 1.609
O 16.460 24.790 -2.206 0.994 -0.345 -0.229
C 15.428 25.478 -1.522 -0.573 0.816 0.260
H 18.667 21.892 -4.035 0.053 0.278 -0.209
H 18.474 23.592 -4.775 1.231 -0.342 -0.139
H 17.175 22.890 -4.212 -0.474 -0.625 0.968
H 15.013 22.101 -0.401 -0.372 0.115 0.423
H 16.219 22.625 0.762 0.791 0.712 -0.549
H 16.329 21.070 -0.052 0.132 -0.089 0.450
H 15.658 26.543 -1.481 0.320 -0.042 0.112
H 15.209 25.148 -0.507 0.397 -0.320 -0.004
H 14.491 25.431 -2.078 0.159 -0.444 -0.263
C 27.443 10.008 -7.108 -0.969 0.569 -1.692
O 28.393 9.208 -6.454 0.542 -0.938 1.648
P 28.078 7.886 -5.557 -0.970 -0.862 -1.201
O 27.112 7.002 -6.267 1.106 1.071 1.373
O 29.533 7.216 -5.260 -1.686 1.191 0.602
C 30.303 6.585 -6.250 1.072 -0.029 -1.593
O 27.600 8.426 -4.101 -0.606 -1.732 -2.382
C 28.433 9.273 -3.413 1.323 1.599 1.349
H 27.923 10.334 -8.031 0.135 0.252 0.148
H 27.038 10.886 -6.605 0.789 0.027 0.796
H 26.522 9.550 -7.468 0.192 -1.054 0.331
H 30.028 6.891 -7.259 -0.301 0.087 0.019
H 30.326 5.495 -6.263 -0.689 -0.022 0.619
H 31.349 6.877 -6.153 -0.052 0.259 0.370
H 29.131 8.715 -2.789 0.295 -0.019 -0.266
H 27.896 9.919 -2.720 -0.570 -0.247 -0.101
H 28.935 9.969 -4.086 0.385 -0.148 -0.022
C 17.108 0.900 -9.192 -2.793 0.833 0.925
O 18.496 0.950 -9.257 0.413 -0.570 -1.570
P 19.047 1.649 -10.636 2.129 -1.605 -0.951
O 20.442 1.226 -10.975 -2.420 0.171 0.540
O 18.945 3.172 -10.297 -0.796 -0.473 -0.917
C 19.374 3.481 -8.980 0.546 1.643 0.144
O 17.916 1.450 -11.796 0.767 0.813 1.900
C 17.652 0.174 -12.319 0.344 -1.577 -0.976
H 16.556 0.052 -9.600 0.832 -0.363 -0.701
H 16.646 1.801 -9.595 0.095 0.070 -0.491
H 16.670 0.923 -8.195 1.032 -0.079 0.680
H 20.168 4.217 -9.112 -0.035 0.108 0.215
H 19.809 2.652 -8.422 -0.482 0.027 -0.019
H 18.502 3.974 -8.551 0.305 -0.278 0.724
H 16.599 0.013 -12.550 -0.053 0.691 -0.046
H 17.905 -0.699 -11.717 0.287 0.372 0.766
H 18.255 0.019 -13.213 -0.178 0.219 -0.218
C 28.550 17.704 -8.396 0.754 0.361 1.512
O 28.359 16.980 -9.609 -1.608 0.430 -1.009
P 27.188 17.520 -10.599 0.108 -0.776 -1.104
O 26.645 18.823 -10.174 -0.116 -0.897 -0.207
O 27.843 17.585 -12.110 -1.426 -1.205 2.569
C 28.526 18.735 -12.460 1.871 1.167 -1.445
O 26.189 16.223 -10.804 1.653 1.257 1.140
C 25.117 16.363 -11.729 0.239 0.691 -1.155
H 28.605 17.022 -7.547 0.020 -0.426 -0.305
H 27.814 18.446 -8.087 -0.429 -0.172 -0.840
H 29.499 18.239 -8.413 0.102 -0.121 -0.355
H 28.149 19.094 -13.418 -0.385 0.269 0.206
H 29.561 18.484 -12.693 0.192 -0.333 0.090
H 28.622 19.550 -11.743 -0.763 -0.179 0.263
H 25.226 15.664 -12.558 0.147 -0.368 0.291
H 25.240 17.336 -12.206 -0.657 0.178 0.030
H 24.130 16.240 -11.284 0.292 0.123 0.312
C 19.048 10.952 -10.693 0.294 0.694 0.589
O 18.090 11.631 -9.816 0.303 2.023 -0.301
P 17.473 13.069 -10.223 -1.413 -0.191 -1.955
O 17.345 13.241 -11.720 0.591 0.278 3.067
O 15.938 12.982 -9.569 3.935 1.382 -2.818
C 15.774 12.557 -8.277 -1.592 -1.474 1.098
O 18.325 14.204 -9.350 -0.490 -4.778 -1.753
C 17.978 15.512 -9.392 -0.835 3.281 0.430
H 18.431 10.162 -11.122 1.002 -0.369 0.090
H 19.939 10.809 -10.083 -0.550 -1.495 0.589
H 19.612 11.511 -11.440 -1.346 0.849 -0.637
H 14.769 12.161 -8.418 -0.438 0.163 1.372
H 15.860 13.349 -7.532 -0.072 -0.042 -0.007
H 16.347 11.669 -8.010 0.540 0.239 0.001
H 18.068 15.820 -8.351 -0.288 0.626 -0.116
H 17.003 15.775 -9.802 -0.569 -0.670 0.380
H 18.575 16.182 -10.010 0.916 -0.526 -0.036
C 18.183 14.660 -1.128 0.437 -1.635 -1.527
O 17.256 15.191 -0.241 -1.050 0.246 2.553
P 16.987 14.274 1.077 -2.125 1.442 0.839
O 18.222 13.655 1.618 -1.920 -0.194 -0.778
O 15.630 13.317 0.638 5.028 0.737 1.941
C 14.429 13.835 0.245 -2.223 -0.537 -2.085
O 16.269 15.389 2.086 0.770 -1.590 -1.174
C 15.800 14.998 3.423 0.064 -0.023 -1.148
H 17.638 13.880 -1.661 0.236 -0.181 -0.525
H 19.017 14.146 -0.648 0.117 0.412 0.206
H 18.534 15.378 -1.869 -0.159 0.291 0.428
H 13.605 13.530 0.890 0.203 0.569 0.655
H 14.195 13.257 -0.649 -0.204 -0.044 -0.389
H 14.345 14.855 -0.131 0.493 0.324 0.768
H 16.581 15.261 4.136 -0.315 0.006 0.046
H 15.546 13.939 3.482 0.332 -0.123 -0.096
H 14.853 15.523 3.549 0.325 0.280 0.277
```
Forces are in eV/Å.

E_tot	-7445.72327	Ha
energy above the lowest of the compared OMol25 structures with the same formula, charge and spin	219.5	kcal per mole
molecular weight	1620.11	g/mol
charge	0
HOMO energy	-0.33877	Eh

***

Maximum force across the listed records, respectively: 3.73, 5.44 eV/Å.